{
  "formula": "C6H12N",
  "method": "ωB97M-V/def2-TZVPD",
  "charge": 1,
  "e_above_lowest_ev": 3.6549,
  "homo_lumo_gap_ev": 7.59,
  "homo_energy_ev": -12.93,
  "energy_ev": -7896.4066,
  "elements": ["C", "C", "C", "C", "C", "C", "N", "H", "H", "H", "H", "H", "H", "H", "H", "H", "H", "H", "H"],
  "coordinates": [[2.05, -1.73, -0.79], [-1.28, 0.08, -0.41], [-0.54, 0.90, 0.36], [-1.92, -0.80, -1.12], [0.49, 1.61, -0.32], [-1.11, 1.16, 1.68], [1.44, -1.44, 0.30], [1.64, -1.32, -1.81], [2.83, -2.39, -0.89], [-2.63, -0.60, -1.85], [-1.63, -1.89, -1.05], [1.79, -1.94, 1.09], [0.15, 1.96, -1.39], [1.44, 0.99, -0.44], [0.65, 2.51, 0.27], [-1.94, 0.47, 1.84], [-1.58, 2.16, 1.87], [-0.46, 1.04, 2.46], [0.60, -0.77, 0.21]]
}


{
  "formula": "C6H12N",
  "method": "ωB97M-V/def2-TZVPD",
  "charge": 1,
  "e_above_lowest_ev": 7.1450,
  "homo_lumo_gap_ev": 6.71,
  "homo_energy_ev": -14.19,
  "energy_ev": -7892.9165,
  "elements": ["C", "C", "C", "C", "C", "N", "C", "H", "H", "H", "H", "H", "H", "H", "H", "H", "H", "H", "H"],
  "coordinates": [[1.87, -1.44, -0.70], [2.48, -0.06, -0.46], [1.96, 0.57, 0.84], [0.56, 1.19, 0.59], [-0.43, 0.35, 0.37], [-3.32, 0.26, 0.33], [-3.42, -0.45, -0.73], [2.46, -2.08, 0.01], [0.85, -1.50, -0.33], [1.88, -1.81, -1.72], [3.54, -0.02, -0.66], [1.96, 0.57, -1.19], [1.76, -0.16, 1.62], [2.64, 1.36, 1.18], [0.57, 2.27, 0.41], [-0.80, -0.26, 1.21], [-2.25, 0.31, 0.34], [-4.32, -1.05, -0.89], [-2.91, -0.36, -1.71]]
}


{
  "formula": "C6H12N",
  "method": "ωB97M-V/def2-TZVPD",
  "s_squared": 2.006,
  "charge": 1,
  "e_above_lowest_ev": 1.8439,
  "homo_lumo_gap_ev": [6.14, 8.36],
  "spin_multiplicity": 3,
  "homo_energy_ev": [-9.78, -14.59],
  "energy_ev": -7893.6181,
  "elements": ["C", "C", "C", "C", "C", "C", "N", "H", "H", "H", "H", "H", "H", "H", "H", "H", "H", "H", "H"],
  "coordinates": [[1.59, -1.75, -0.64], [-2.19, -1.01, 0.33], [1.44, -0.58, 0.00], [-0.99, -0.66, 0.72], [-0.26, 0.78, -1.40], [0.15, 0.24, 0.00], [0.23, 1.34, 1.03], [2.47, -2.47, -0.46], [0.80, -2.21, -1.15], [-2.76, -1.61, 0.97], [-2.76, -0.65, -0.48], [2.28, -0.36, 0.73], [-0.68, -0.98, 1.67], [-1.19, 1.14, -1.28], [-0.17, -0.06, -2.09], [0.59, 1.42, -1.69], [1.14, 1.97, 0.96], [0.10, 1.08, 2.05], [-0.48, 2.07, 0.85]]
}


{
  "formula": "C6H12N",
  "method": "ωB97M-V/def2-TZVPD",
  "s_squared": 0.761,
  "charge": 2,
  "e_above_lowest_ev": 5.1167,
  "homo_lumo_gap_ev": [8.58, 6.70],
  "spin_multiplicity": 2,
  "homo_energy_ev": [-19.31, -19.32],
  "energy_ev": -7881.0655,
  "elements": ["C", "C", "C", "C", "C", "N", "C", "H", "H", "H", "H", "H", "H", "H", "H", "H", "H", "H", "H"],
  "coordinates": [[0.71, -1.83, -1.36], [1.56, -0.68, -1.91], [0.92, 0.65, -1.60], [0.80, 0.67, -0.13], [-0.02, -0.19, 0.51], [-2.35, 1.68, 3.50], [-2.38, 0.92, 2.52], [-0.18, -1.98, -1.95], [0.35, -1.31, -0.34], [1.29, -2.73, -1.18], [1.82, -0.83, -2.97], [2.53, -0.60, -1.39], [-0.11, 0.69, -1.95], [1.47, 1.49, -1.98], [1.34, 1.44, 0.43], [0.21, -0.44, 1.56], [-3.16, 1.94, 4.08], [-1.47, 0.68, 1.91], [-3.32, 0.41, 2.23]]
}


{
  "formula": "C6H12N2",
  "method": "ωB97M-V/def2-TZVPD",
  "e_above_lowest_ev": 4.4132,
  "homo_lumo_gap_ev": 8.31,
  "homo_energy_ev": -7.33,
  "energy_ev": -9392.4365,
  "elements": ["C", "C", "C", "C", "C", "C", "N", "N", "H", "H", "H", "H", "H", "H", "H", "H", "H", "H", "H", "H"],
  "coordinates": [[0.87, 1.43, 0.54], [-0.34, 1.68, 0.08], [1.35, 0.00, 0.41], [-0.45, -0.57, -0.42], [2.42, -0.15, -0.70], [-1.06, -1.45, 0.61], [-1.06, 0.64, -0.39], [-2.41, 0.71, -0.35], [1.52, 2.03, 1.25], [-0.85, 2.62, 0.09], [1.39, -0.87, 1.09], [-0.28, -1.03, -1.41], [3.15, 0.55, -0.43], [1.91, 0.17, -1.70], [2.84, -1.09, -0.90], [-1.09, -0.85, 1.59], [-0.36, -2.32, 0.64], [-2.04, -1.83, 0.42], [-2.68, -0.08, -0.95], [-2.83, 0.40, 0.55]]
}


{
  "formula": "C6H12N2",
  "method": "ωB97M-V/def2-TZVPD",
  "e_above_lowest_ev": 1.6965,
  "homo_lumo_gap_ev": 9.67,
  "homo_energy_ev": -8.87,
  "smiles": "[H]/N=C/NC.C=CC=C",
  "energy_ev": -9395.1532,
  "elements": ["C", "C", "C", "C", "H", "H", "H", "H", "H", "H", "C", "N", "C", "N", "H", "H", "H", "H", "H", "H"],
  "coordinates": [[-3.39, 0.61, 1.00], [-2.54, 1.20, 0.17], [-2.09, 0.62, -1.09], [-1.32, 1.24, -1.97], [-3.81, -0.36, 0.75], [-3.65, 1.07, 1.94], [-2.16, 2.18, 0.45], [-2.46, -0.37, -1.30], [-0.96, 0.74, -2.86], [-1.03, 2.28, -1.82], [0.72, -0.70, 1.38], [2.12, -0.57, 1.02], [2.52, -0.92, -0.24], [3.71, -1.25, -0.52], [0.50, -0.13, 2.28], [0.11, -0.31, 0.58], [0.44, -1.74, 1.56], [2.79, -0.87, 1.72], [1.72, -0.82, -0.98], [3.79, -1.44, -1.51]]
}


{
  "formula": "C6H12N2",
  "method": "ωB97M-V/def2-TZVPD",
  "e_above_lowest_ev": 7.8826,
  "homo_lumo_gap_ev": 9.60,
  "homo_energy_ev": -8.42,
  "smiles": "CN1CCN[C@@H]2C[C@H]21",
  "energy_ev": -9388.9671,
  "elements": ["C", "C", "C", "C", "C", "C", "H", "H", "H", "H", "H", "H", "H", "H", "H", "H", "H", "H", "N", "N"],
  "coordinates": [[-2.38, 0.29, 0.13], [-0.57, -1.36, -0.08], [1.06, -1.55, -0.15], [1.36, 0.70, -0.50], [0.87, 2.06, -0.04], [0.11, 0.74, 0.17], [-3.57, 0.01, -0.24], [-2.26, 1.46, 0.01], [-2.36, -0.01, 1.16], [-1.19, -1.80, -0.59], [-0.74, -1.31, 1.09], [1.25, -2.64, 0.05], [1.36, -1.60, -1.25], [2.94, -0.65, 0.62], [1.36, 0.74, -1.55], [1.41, 2.39, 0.99], [0.22, 2.67, -0.87], [0.25, 0.36, 1.15], [-1.00, -0.07, -0.51], [1.88, -0.41, 0.40]]
}


{
  "formula": "C6H12N2",
  "method": "ωB97M-V/def2-TZVPD",
  "e_above_lowest_ev": 3.8250,
  "homo_lumo_gap_ev": 9.40,
  "homo_energy_ev": -8.39,
  "energy_ev": -9393.0247,
  "elements": ["C", "C", "C", "C", "C", "C", "N", "N", "H", "H", "H", "H", "H", "H", "H", "H", "H", "H", "H", "H"],
  "coordinates": [[-0.92, 0.84, 0.50], [-2.00, 0.34, -0.45], [-0.71, 0.74, 1.94], [0.65, 1.35, 1.65], [1.27, -0.86, -2.21], [1.25, -2.10, -0.19], [0.26, 1.23, 0.19], [1.29, -0.90, -0.96], [-1.79, -0.69, -0.79], [-2.10, 1.14, -1.24], [-1.42, 1.21, 2.73], [-0.79, -0.33, 2.11], [0.83, 2.36, 1.89], [1.70, 0.84, 1.75], [-2.93, 0.32, 0.13], [1.29, -1.88, -2.78], [1.34, 0.08, -2.68], [0.17, -2.62, -0.29], [1.86, -2.82, -0.66], [1.33, -1.83, 0.87]]
}


{
  "formula": "C6H12N2",
  "method": "ωB97M-V/def2-TZVPD",
  "e_above_lowest_ev": 2.4152,
  "homo_lumo_gap_ev": 9.79,
  "homo_energy_ev": -8.81,
  "energy_ev": -9394.4345,
  "elements": ["C", "C", "C", "C", "C", "C", "H", "H", "H", "H", "H", "H", "H", "H", "H", "H", "H", "H", "N", "N"],
  "coordinates": [[0.32, -0.61, -0.20], [-1.03, -1.06, -0.78], [-1.96, 0.11, -0.15], [-1.08, 1.23, 0.47], [0.20, 0.89, -0.22], [1.78, -0.32, -0.63], [1.00, -1.90, 1.38], [-0.61, -1.38, 1.48], [-1.00, -0.96, -1.85], [-1.41, -2.03, -0.45], [-2.65, -0.32, 0.52], [-2.53, 0.61, -0.93], [-1.53, 2.17, 0.19], [-1.00, 1.17, 1.60], [0.16, 1.24, -1.25], [1.71, 0.81, 1.04], [2.63, -0.82, -0.11], [1.96, -0.28, -1.69], [0.35, -1.04, 1.24], [1.63, 1.08, 0.07]]
}


{
  "formula": "C6H12N2",
  "method": "ωB97M-V/def2-TZVPD",
  "e_above_lowest_ev": 0.7483,
  "homo_lumo_gap_ev": 9.53,
  "homo_energy_ev": -8.59,
  "smiles": "Cc1c[nH]cn1.CC",
  "energy_ev": -9396.1015,
  "elements": ["C", "C", "H", "H", "H", "H", "H", "H", "C", "C", "C", "C", "N", "N", "H", "H", "H", "H", "H", "H"],
  "coordinates": [[-0.33, -2.78, 1.21], [0.54, -2.99, -0.01], [0.25, -2.68, 2.13], [-0.91, -1.84, 1.29], [-1.10, -3.55, 1.28], [1.27, -3.79, 0.12], [-0.04, -3.43, -0.84], [0.93, -2.11, -0.51], [-1.34, 2.87, 0.59], [-0.35, 2.12, -0.17], [-0.08, 2.00, -1.53], [1.27, 0.70, -0.37], [0.51, 1.29, 0.52], [1.04, 1.21, -1.60], [-2.34, 2.96, 0.17], [-1.01, 3.90, 0.80], [-0.30, 2.88, -2.12], [1.95, -0.10, -0.13], [1.42, 0.84, -2.45], [-1.38, 2.50, 1.62]]
}


{
  "formula": "C6H12N2",
  "method": "ωB97M-V/def2-TZVPD",
  "e_above_lowest_ev": 0.9900,
  "homo_lumo_gap_ev": 10.14,
  "homo_energy_ev": -9.24,
  "smiles": "[H]/N=C(/C)C(C)(C)N=C",
  "energy_ev": -9395.8598,
  "elements": ["C", "C", "C", "C", "C", "C", "N", "N", "H", "H", "H", "H", "H", "H", "H", "H", "H", "H", "H", "H"],
  "coordinates": [[-0.02, -0.15, -0.13], [-0.51, 0.79, -1.24], [-1.20, -0.77, 0.63], [0.32, 1.75, 1.57], [0.94, 0.54, 0.81], [0.39, -2.06, -1.59], [0.84, -1.26, -0.74], [2.14, 0.26, 1.02], [2.45, -0.55, 0.48], [-1.05, 0.22, -1.99], [-1.18, 1.54, -0.84], [0.34, 1.28, -1.71], [-0.84, -1.37, 1.46], [-1.77, -1.42, -0.04], [-1.87, 0.00, 1.00], [1.05, 2.09, 2.29], [0.10, 2.55, 0.87], [-0.59, 1.48, 2.10], [1.06, -2.84, -1.96], [-0.63, -2.08, -1.99]]
}


{
  "formula": "C6H12N2",
  "method": "ωB97M-V/def2-TZVPD",
  "e_above_lowest_ev": 12.5979,
  "homo_lumo_gap_ev": 8.38,
  "homo_energy_ev": -8.38,
  "energy_ev": -9384.2518,
  "elements": ["C", "C", "C", "C", "C", "C", "H", "H", "H", "H", "H", "H", "H", "H", "H", "H", "H", "H", "N", "N"],
  "coordinates": [[2.37, -0.13, -0.86], [1.66, 0.05, 1.11], [-1.10, -0.30, -0.27], [-2.16, -1.72, -0.14], [-1.84, 0.91, 0.17], [-1.42, 2.03, -0.33], [3.12, 0.71, -0.46], [2.93, -1.14, -0.86], [2.03, 0.00, -2.00], [1.23, -1.08, 1.54], [3.00, 0.35, 1.40], [1.21, 1.08, 1.72], [-1.75, -2.49, -0.91], [-3.62, -1.21, 0.01], [-1.63, -2.10, 1.36], [-2.88, 0.64, 0.74], [-0.62, 1.92, -1.45], [-1.86, 3.07, -0.17], [1.20, 0.21, -0.15], [0.14, -0.78, -0.45]]
}


Q: Which formula does entry 9 have?
A: C6H12N2